[1]
{
  "formula": "C19H35F3O7S",
  "method": "ωB97M-V with the def2-TZVPD basis set",
  "elements": ["C", "C", "C", "C", "C", "C", "C", "C", "C", "C", "O", "S", "O", "O", "C", "F", "F", "F", "H", "H", "H", "H", "H", "H", "H", "H", "H", "H", "H", "H", "H", "H", "H", "H", "H", "H", "H", "O", "C", "O", "C", "C", "C", "H", "H", "H", "H", "H", "H", "H", "H", "O", "C", "O", "C", "C", "C", "H", "H", "H", "H", "H", "H", "H", "H"],
  "coordinates": [[-3.3289, 0.7396, -0.6904], [-2.6371, 1.5510, 0.3774], [-3.3770, 2.7571, 0.9195], [-1.4177, 1.2489, 0.9107], [-1.2465, 1.1178, 2.4194], [-0.4103, -0.1527, 2.7226], [0.9424, 0.2016, 3.3527], [1.6354, -1.0278, 3.9981], [1.8900, 1.0073, 2.4597], [2.4859, 0.3247, 1.2150], [2.0532, -1.0491, 1.0362], [2.3574, -1.6274, -0.4234], [1.8434, -2.9690, -0.3917], [1.2632, -0.6738, -1.3291], [0.0379, -1.1786, -1.6454], [0.1346, -2.1642, -2.5491], [-0.6667, -0.1933, -2.2000], [-0.6340, -1.6369, -0.5910], [-3.4615, 1.2464, -1.6540], [-2.8165, -0.2086, -0.8288], [-4.3306, 0.5307, -0.3036], [-4.4528, 2.6897, 0.7359], [-3.1927, 2.8587, 1.9919], [-2.9710, 3.6289, 0.4052], [-0.5302, 1.0856, 0.2997], [-0.7091, 1.9722, 2.8522], [-2.2305, 1.0564, 2.8794], [-0.9413, -0.7952, 3.4308], [-0.3003, -0.7298, 1.8044], [0.6919, 0.8726, 4.1817], [2.6745, -1.1325, 3.6896], [1.5646, -0.9677, 5.0854], [1.0987, -1.9347, 3.7111], [1.3706, 1.9142, 2.1419], [2.7362, 1.3447, 3.0631], [3.5747, 0.3114, 1.3210], [2.2821, 0.9280, 0.3272], [-2.7585, -5.6051, -0.0992], [-2.5496, -5.6234, -1.2789], [-3.2438, -6.4994, -2.0409], [-3.1966, -6.4930, -3.4682], [-2.0145, -7.2734, -4.0050], [-1.4911, -4.7560, -1.9197], [-3.2224, -5.4713, -3.8503], [-4.1259, -6.9681, -3.7788], [-1.0676, -6.8310, -3.6959], [-2.0409, -7.3016, -5.0948], [-2.0384, -8.2953, -3.6269], [-0.5227, -5.2409, -1.8020], [-1.4708, -3.8081, -1.3944], [-1.6604, -4.5476, -2.9731], [0.8192, 3.8990, 0.8300], [1.7194, 4.3579, 0.1829], [2.8194, 4.7949, 0.8278], [4.0093, 5.2064, 0.1479], [3.9424, 6.6528, -0.2950], [1.6149, 4.5189, -1.3160], [4.2323, 4.5313, -0.6798], [4.8046, 5.0791, 0.8803], [3.1423, 6.8160, -1.0171], [4.8847, 6.9529, -0.7536], [3.7480, 7.2977, 0.5615], [1.0691, 5.4377, -1.5270], [1.0461, 3.6775, -1.7047], [2.5696, 4.5457, -1.8348]],
  "e_homo_ev": -7.32,
  "orbital_gap_ha": 0.280,
  "e_tot_ev": -53588.728
}


[2]
{
  "formula": "C19H35FeNO2P2",
  "method": "ωB97M-V with the def2-TZVPD basis set",
  "elements": ["P", "P", "C", "C", "H", "H", "H", "H", "C", "H", "H", "H", "C", "H", "H", "H", "C", "H", "H", "H", "C", "H", "H", "H", "Fe", "C", "C", "C", "C", "C", "C", "C", "C", "C", "H", "H", "H", "H", "H", "H", "H", "H", "H", "H", "H", "H", "H", "H", "H", "O", "C", "C", "C", "C", "O", "N", "H", "H", "H", "H"],
  "coordinates": [[-0.2448, -1.9005, -2.4318], [0.3556, 1.3679, -2.3267], [-0.3299, -0.8717, -3.9881], [0.4138, 0.4499, -3.9440], [-1.3913, -0.7387, -4.2324], [0.0827, -1.5384, -4.7639], [1.4682, 0.3171, -4.2088], [-0.0054, 1.1559, -4.6766], [-1.3008, 2.0597, -2.7012], [-1.5839, 2.7886, -1.9401], [-2.0837, 1.2999, -2.7954], [-1.1667, 2.5618, -3.6649], [1.3042, 2.8601, -2.7332], [0.8324, 3.2897, -3.6248], [2.3504, 2.6075, -2.9302], [1.2293, 3.5590, -1.8919], [-1.1102, -3.4084, -2.9819], [-0.9734, -4.1845, -2.2155], [-0.6245, -3.7116, -3.9197], [-2.1757, -3.2048, -3.1395], [1.4203, -2.5094, -2.9173], [2.1751, -1.7209, -3.0015], [1.2488, -2.9523, -3.9051], [1.7614, -3.2873, -2.2321], [0.4969, -0.4190, 2.4209], [0.5508, 1.4881, 0.5313], [-0.7852, 1.2378, 0.4900], [-1.5927, 0.2538, -0.2657], [-1.9275, -1.1257, 0.3286], [-0.7657, -2.0269, 0.5567], [0.6017, -1.7842, 0.5195], [1.3585, -0.7557, -0.2867], [1.7698, 0.5793, 0.3450], [0.4291, -1.9193, 3.6855], [0.8215, 2.5016, 0.8679], [-1.4177, 2.0051, 0.9644], [-1.1616, 0.0878, -1.2624], [-2.5524, 0.7425, -0.4959], [-2.5069, -0.9780, 1.2743], [-2.6272, -1.6069, -0.3908], [-1.0477, -3.0062, 1.0154], [1.1985, -2.6953, 0.7866], [0.6814, -0.4573, -1.1224], [2.2212, -1.2342, -0.7757], [2.3929, 0.4321, 1.2663], [2.4541, 1.0659, -0.3813], [1.2804, -1.7538, 4.3825], [0.5017, -2.9052, 3.1860], [-0.5262, -1.8432, 4.2528], [2.2572, 1.4799, 3.9274], [1.0910, 1.5623, 4.3222], [0.5693, 2.2395, 5.5731], [-0.9467, 2.0239, 5.5629], [-1.2386, 1.2058, 4.3072], [-2.3213, 0.8023, 3.9305], [-0.0100, 0.9864, 3.6640], [1.0376, 1.7812, 6.4548], [0.8322, 3.3025, 5.5519], [-1.2806, 1.4664, 6.4515], [-1.4900, 2.9783, 5.5283]],
  "e_homo_ev": [-6.76, -8.00],
  "orbital_gap_ha": [0.266, 0.310],
  "e_tot_ev": -78816.984,
  "multiplicity": 5
}


[3]
{
  "formula": "C19H35InNO2",
  "method": "ωB97M-V with the def2-TZVPD basis set",
  "elements": ["C", "C", "O", "C", "C", "O", "In", "C", "C", "C", "C", "C", "C", "C", "N", "C", "C", "C", "C", "C", "C", "C", "C", "H", "H", "H", "H", "H", "H", "H", "H", "H", "H", "H", "H", "H", "H", "H", "H", "H", "H", "H", "H", "H", "H", "H", "H", "H", "H", "H", "H", "H", "H", "H", "H", "H", "H", "H"],
  "coordinates": [[2.4271, 4.0904, -0.2338], [2.9877, 3.6302, 1.1099], [2.4015, 4.2286, 2.2594], [0.9802, 4.2074, 2.3000], [0.3066, 2.8318, 2.1610], [-0.4374, 2.7693, 0.9821], [-0.9383, 0.8567, 0.3015], [-1.4570, 1.1020, -1.8636], [-0.4716, 2.0413, -2.5607], [0.6570, -0.6747, 0.5798], [2.1016, -0.1781, 0.5762], [3.1746, -1.2628, 0.3437], [2.9661, -2.0957, -0.9250], [2.3170, -3.4347, -0.6229], [1.9326, -4.1162, -1.8767], [-2.8111, 0.0384, 1.3043], [-3.3134, -1.0087, 0.3760], [-4.2063, -0.6197, -0.6454], [-4.6925, -1.5133, -1.5903], [-4.2950, -2.8456, -1.5441], [-3.4213, -3.2582, -0.5468], [-2.9259, -2.3611, 0.4110], [-1.9623, -2.9043, 1.4351], [3.2616, 4.2289, -0.9216], [1.7804, 3.3462, -0.6794], [1.9112, 5.0389, -0.1613], [4.0373, 3.9107, 1.1530], [2.9504, 2.5465, 1.2201], [0.5414, 4.8627, 1.5493], [0.7271, 4.6377, 3.2671], [-0.3542, 2.7252, 3.0359], [1.0547, 2.0351, 2.2500], [-2.4479, 1.5489, -1.8795], [-1.4653, 0.1101, -2.3051], [-0.5346, 3.0480, -2.1588], [0.5540, 1.6896, -2.4470], [-0.6674, 2.1155, -3.6374], [0.4516, -1.2163, 1.5020], [0.4979, -1.3900, -0.2257], [2.3080, 0.2207, 1.5700], [2.2424, 0.6363, -0.1345], [4.1287, -0.7380, 0.2812], [3.1878, -1.8940, 1.2301], [2.3551, -1.5565, -1.6455], [3.9412, -2.3259, -1.3455], [3.0215, -4.0670, -0.0862], [1.4476, -3.3210, 0.0257], [1.3132, -4.8891, -1.6700], [1.3820, -3.4648, -2.4243], [-3.5759, 0.8035, 1.3932], [-2.5805, -0.3918, 2.2718], [-4.4901, 0.4221, -0.6791], [-5.3719, -1.1864, -2.3630], [-4.6674, -3.5353, -2.2870], [-3.0985, -4.2885, -0.4996], [-1.0381, -3.2043, 0.9480], [-1.7553, -2.1837, 2.2130], [-2.3677, -3.7970, 1.9096]],
  "e_homo_ev": -4.22,
  "orbital_gap_ha": 0.260,
  "e_tot_ev": -31029.479,
  "total_charge": -1
}


[4]
{
  "formula": "C19H35LaN4",
  "method": "ωB97M-V with the def2-TZVPD basis set",
  "elements": ["C", "H", "H", "H", "C", "H", "H", "C", "H", "H", "H", "C", "C", "C", "C", "C", "C", "C", "C", "C", "C", "La", "H", "H", "H", "H", "H", "H", "H", "H", "H", "H", "H", "H", "H", "H", "H", "C", "N", "C", "N", "C", "N", "C", "N", "C", "C", "H", "H", "H", "H", "H", "H", "H", "H", "H", "H", "H", "H"],
  "coordinates": [[0.0543, -2.5274, 0.1047], [-0.5959, -2.4791, 0.9772], [-0.4404, -2.9911, -0.7397], [-1.4466, -0.4465, 0.1083], [1.4401, -2.9613, 0.3751], [2.1773, -2.5422, -0.3408], [1.7648, -2.6180, 1.3705], [1.4927, -4.4948, 0.3150], [2.5047, -4.8629, 0.4892], [0.8361, -4.9305, 1.0713], [1.1624, -4.8552, -0.6632], [0.6124, 1.1828, -2.3012], [1.5369, 0.0582, -2.4571], [0.7496, -1.1242, -2.8023], [-0.6641, -0.7452, -2.8251], [-0.7510, 0.6855, -2.5345], [-1.9860, 1.5059, -2.5266], [-1.7890, -1.6452, -3.1670], [1.2794, -2.4716, -3.1175], [3.0124, 0.1344, -2.3531], [0.9905, 2.5802, -1.9943], [0.1810, -0.3644, -0.4870], [-2.7323, -1.3072, -2.7291], [-1.8980, -1.6466, -4.2608], [-1.6068, -2.6763, -2.8463], [-2.8753, 0.8857, -2.3708], [-1.9710, 2.2869, -1.7528], [-2.0815, 2.0006, -3.5039], [1.9272, 2.6322, -1.4263], [1.1400, 3.1134, -2.9420], [0.2159, 3.1106, -1.4255], [3.4624, -0.8515, -2.1981], [3.4112, 0.5491, -3.2884], [3.3326, 0.7891, -1.5317], [0.6204, -3.2692, -2.7575], [1.3477, -2.5635, -4.2116], [2.2791, -2.6305, -2.7017], [-0.1150, 0.0130, 2.7862], [-0.4105, 0.8906, 1.5895], [0.3896, 2.1528, 1.7139], [0.0709, 2.8694, 2.9703], [0.3479, 1.9709, 4.1282], [-0.4419, 0.7077, 4.0493], [-1.8922, 1.0740, 4.0454], [-2.2204, 1.9716, 2.8967], [-1.8863, 1.2687, 1.6471], [-1.3867, 3.2018, 2.9917], [0.9476, -0.2548, 2.7692], [-0.7075, -0.9027, 2.7028], [0.1588, 2.7944, 0.8576], [1.4560, 1.9039, 1.6858], [0.1047, 2.4922, 5.0605], [1.4163, 1.7258, 4.1436], [-2.4944, 0.1626, 3.9719], [-2.1497, 1.5756, 4.9821], [-2.1133, 1.9074, 0.7895], [-2.5076, 0.3737, 1.6004], [-1.6346, 3.7326, 3.9153], [-1.6247, 3.8585, 2.1481]],
  "e_homo_ev": [-14.40, -14.40],
  "orbital_gap_ha": [0.165, 0.165],
  "e_tot_ev": -27068.809,
  "total_charge": 2
}